DFT (ωB97M-V with the def2-TZVPD basis set) results for a 2-piece molecular cluster, C11H18 overall at a distorted geometry.

Computed properties:
- Kohn-Sham gap (eV) = 10.10
- DFT total energy (Ha) = -429.91405
- net charge = 0
- E_LUMO (eV) = 1.00
- M (u) = 150.27
- HOMO energy (eV) = -9.1

The geometry in XYZ format:
```
29
C11H18, DFT ωB97M-V with the def2-TZVPD basis set
C -1.5523 -2.2191 0.9154
C -2.6960 -0.1095 0.2147
C -1.8945 -0.7651 1.1371
C -2.9149 1.2583 0.3636
C -2.3329 1.9469 1.4242
C -1.4636 -0.1224 2.2817
C -1.6125 1.2578 2.3793
H -3.2263 -0.5084 -0.6305
H -3.3788 1.8300 -0.4145
H -2.0815 -2.9189 1.5686
H -0.4760 -2.3581 1.0066
H -2.2041 3.0167 1.2839
H -0.9165 -0.6147 3.0741
H -1.1323 1.8105 3.1775
H -1.8108 -2.6217 -0.0681
C 1.9221 0.4377 -1.2767
C 2.2646 0.0454 0.1675
C 3.1833 0.6505 -2.1189
C 1.0121 -0.6653 -1.8718
H 1.2801 1.3073 -1.2672
H 1.4517 0.3373 0.8200
H 3.7170 -0.2987 -2.2073
H 2.9537 1.1004 -3.0774
H 3.8172 1.2832 -1.4966
H 1.6866 -1.4535 -2.2229
H 0.2529 -1.1090 -1.2363
H 0.4937 -0.2427 -2.7328
H 3.0510 0.7087 0.5610
H 2.6069 -0.9836 0.2456
```